1.
{
  "formula": "C10H26O8S",
  "method": "wB97M-V/def2-TZVPD",
  "homo_lumo_gap_ev": 4.3,
  "lumo_ha": 0.1542,
  "total_charge": -2,
  "species": ["C", "C", "C", "O", "H", "H", "H", "H", "H", "H", "H", "C", "C", "O", "O", "H", "H", "H", "C", "O", "H", "H", "H", "H", "C", "O", "H", "H", "H", "H", "O", "S", "O", "O", "C", "C", "C", "H", "H", "H", "H", "H", "H", "H", "H"],
  "coordinates": [[4.53021, 0.07012, -3.09127], [3.37314, -0.35835, -4.01446], [2.30452, -1.07987, -3.16114], [2.85721, 0.63391, -4.75108], [5.12962, 0.85346, -3.57272], [5.17457, -0.78917, -2.85176], [4.23340, 0.59881, -2.17645], [3.79232, -1.15187, -4.71188], [2.67199, -1.94156, -2.57690], [1.50065, -1.43612, -3.81215], [1.84946, -0.35136, -2.47875], [0.08775, 2.82087, 2.31483], [0.09682, 2.78313, 0.78722], [-0.62989, 3.64778, 0.24547], [0.84828, 1.93723, 0.23498], [-0.74880, 2.22247, 2.69589], [-0.06860, 3.81985, 2.72586], [1.01078, 2.42282, 2.74336], [3.57833, -0.07410, 0.69916], [2.53593, 0.19591, 1.64008], [3.23585, -0.33151, -0.30042], [4.31210, 0.73845, 0.66351], [4.12894, -0.93184, 1.10197], [1.91057, 0.80615, 1.18466], [-3.42915, 2.54218, 1.55064], [-2.97927, 3.81067, 2.00784], [-2.80489, 2.21821, 0.71069], [-3.24213, 1.79797, 2.32378], [-4.46453, 2.62777, 1.22436], [-2.09785, 3.96740, 1.62846], [-2.19500, -0.29843, -0.32636], [-2.15213, -0.91772, 0.95454], [-3.11480, -0.53002, 1.94385], [-2.28586, -2.50276, 0.71364], [-3.31128, -2.92244, -0.18238], [-4.28919, -3.82602, 0.53277], [-0.55650, -0.85705, 1.60702], [-2.85020, -3.41689, -1.03892], [-3.84770, -2.06292, -0.59134], [-5.01243, -4.27331, -0.14968], [-4.72075, -3.32476, 1.39695], [-3.76532, -4.70630, 0.93258], [-0.29292, 0.19810, 1.69117], [0.17655, -1.30989, 0.94411], [-0.47981, -1.31898, 2.58825]],
  "forces_ev_per_angstrom": [[0.632, 0.503, 0.076], [-0.332, 0.050, -0.698], [-0.302, -0.059, 0.170], [-0.053, 0.262, 0.128], [0.071, -0.391, -0.437], [0.027, 0.119, 0.224], [-0.438, -0.430, 0.075], [0.260, -0.209, 0.366], [0.120, 0.110, -0.038], [0.071, 0.005, -0.070], [0.080, -0.034, -0.002], [0.118, -0.326, 0.852], [0.418, 0.556, -0.209], [-0.205, -0.229, 0.029], [-0.331, -0.085, 0.400], [0.055, -0.051, -0.035], [0.000, 0.078, -0.263], [-0.020, -0.117, -0.085], [0.218, -0.310, 1.004], [0.108, -0.045, -0.610], [-0.185, 0.185, -0.050], [-0.202, 0.173, -0.249], [-0.045, -0.090, -0.129], [-0.064, 0.265, -0.070], [1.246, 0.288, -0.154], [-0.232, 0.339, 0.195], [-0.280, 0.081, -0.178], [-0.654, -0.076, 0.122], [-0.121, -0.260, 0.200], [0.013, -0.092, -0.445], [-0.103, 0.208, -0.210], [-0.291, -0.108, -0.311], [-0.058, -0.256, 0.149], [0.261, -0.140, 0.306], [-0.705, 0.117, -0.511], [0.740, -0.956, 0.402], [1.004, 0.059, 0.388], [0.159, -0.061, 0.142], [0.165, 0.091, 0.088], [-0.313, 0.494, -0.012], [-0.351, 0.097, -0.224], [0.134, 0.226, 0.026], [-0.103, 0.048, -0.129], [-0.191, 0.030, -0.220], [-0.322, -0.060, -0.005]]
}

2.
{
  "formula": "C3H7NO2",
  "method": "wB97M-V/def2-TZVPD",
  "homo_lumo_gap_ev": 11.4,
  "lumo_ha": 0.0346,
  "smiles": "CCOC(N)=O",
  "species": ["C", "C", "O", "C", "N", "O", "H", "H", "H", "H", "H", "H", "H"],
  "coordinates": [[-0.20082, -1.66943, -0.36925], [-1.15086, -0.43428, -0.29984], [-0.59144, 0.51417, 0.59213], [0.46541, 1.21802, 0.00361], [1.21481, 1.77283, 0.98286], [0.62834, 1.42491, -1.18247], [-0.15066, -2.15368, 0.61114], [-0.61293, -2.38089, -1.08948], [0.82063, -1.42916, -0.67951], [-2.12431, -0.74753, 0.09271], [-1.28754, -0.02315, -1.30694], [1.94529, 2.41241, 0.70813], [1.04407, 1.49578, 1.93691]],
  "forces_ev_per_angstrom": [[-0.767, 0.259, 0.047], [0.625, -1.493, -0.531], [1.105, 0.732, -0.871], [-0.852, 0.750, 0.088], [0.046, -0.199, 0.059], [-0.285, -0.722, 0.825], [-0.033, 0.051, -0.128], [0.090, -0.048, 0.073], [-0.254, 0.244, -0.038], [0.244, 0.263, 0.071], [0.043, 0.145, 0.329], [-0.158, -0.239, 0.247], [0.196, 0.258, -0.171]]
}

3.
{
  "formula": "C16H28BIN8O4P",
  "method": "wB97M-V/def2-TZVPD",
  "homo_lumo_gap_ev": 5.9,
  "lumo_ha": -0.1348,
  "total_charge": 1,
  "species": ["C", "O", "C", "C", "C", "N", "P", "N", "C", "N", "C", "I", "N", "B", "C", "O", "N", "C", "O", "N", "O", "H", "H", "H", "H", "H", "H", "H", "H", "H", "H", "H", "H", "H", "H", "H", "H", "H", "H", "N", "C", "C", "C", "C", "H", "H", "H", "H", "H", "N", "C", "C", "C", "C", "H", "H", "H", "H", "H"],
  "coordinates": [[-2.55350, -2.58905, 6.18934], [-1.38926, -3.05647, 5.53895], [-1.53013, -3.16651, 4.14822], [-1.57265, -1.79602, 3.44648], [-0.89409, -1.81516, 2.06462], [0.29035, -0.94172, 1.97119], [1.80946, -1.78777, 2.24070], [2.05874, -3.07726, 1.45147], [0.25032, 0.37599, 1.75185], [1.35663, 1.14608, 1.72158], [0.93056, 2.36011, 1.43441], [2.13237, 4.00129, 1.24855], [-0.39272, 2.43550, 1.29220], [-1.22377, 3.68123, 0.92421], [-1.89998, 4.55163, 2.01109], [-1.22881, 3.86114, -0.40327], [-0.85172, 1.14825, 1.51758], [-2.25763, 0.87996, 1.37866], [-2.49352, 0.45628, 0.04911], [-3.78004, -0.26630, -0.00910], [-3.89939, -0.75820, -1.03315], [-2.84086, -1.58681, 5.85303], [-3.39438, -3.27206, 6.02967], [-2.33455, -2.54458, 7.25163], [-0.66598, -3.73542, 3.80173], [-2.42560, -3.75232, 3.90646], [-2.60905, -1.46625, 3.35298], [-1.05289, -1.09259, 4.10129], [-1.57513, -1.59611, 1.24542], [-0.51477, -2.81955, 1.88116], [2.74406, -0.77186, 2.05600], [1.74223, -1.93179, 3.63707], [1.40761, -3.41666, 0.76132], [-2.88216, 4.16014, 2.29411], [-1.30082, 4.58760, 2.92184], [-2.03998, 5.57698, 1.66914], [-1.78345, 4.59121, -0.70551], [-2.80494, 1.80024, 1.58899], [-2.56915, 0.12522, 2.09196], [-0.13434, 2.19620, -2.79112], [0.93030, 2.81448, -3.39236], [1.36635, 2.00849, -4.40926], [0.53108, 0.85758, -4.42368], [-0.38352, 1.00219, -3.41452], [-0.64606, 2.56562, -2.01155], [1.28305, 3.77346, -3.05181], [2.18683, 2.21709, -5.07531], [0.59477, 0.02455, -5.10400], [-1.18758, 0.36204, -3.09259], [3.15810, -1.22349, -4.70780], [4.21198, -0.59261, -5.30960], [4.65746, -1.39563, -6.32559], [3.83826, -2.55709, -6.33714], [2.92328, -2.42055, -5.32740], [2.63465, -0.85809, -3.93329], [4.55347, 0.36917, -4.96688], [5.47805, -1.17647, -6.98774], [3.91320, -3.39477, -7.00980], [2.12929, -3.07057, -5.00151]],
  "forces_ev_per_angstrom": [[-0.072, -0.041, 0.028], [0.049, 0.108, 0.021], [-0.029, -0.075, 0.052], [0.025, -0.076, -0.045], [-0.104, -0.026, 0.173], [0.006, 0.164, -0.040], [0.412, -0.370, -0.171], [-0.540, 0.295, 0.148], [0.010, 0.109, -0.060], [-0.219, 0.057, -0.021], [-0.138, -0.164, 0.006], [0.060, 0.110, -0.024], [0.468, -0.108, 0.074], [0.063, -0.123, -0.034], [0.112, 0.053, 0.037], [-0.309, -0.041, 0.018], [-0.078, 0.086, 0.206], [-0.198, -0.029, -0.318], [0.172, 0.034, 0.007], [0.024, -0.164, 0.192], [-0.118, 0.053, -0.203], [0.008, 0.006, -0.013], [-0.008, 0.002, -0.034], [0.027, -0.015, 0.033], [0.067, 0.022, 0.030], [-0.006, -0.001, -0.074], [-0.008, 0.066, 0.058], [-0.004, 0.065, -0.021], [0.043, 0.042, -0.061], [-0.035, -0.030, -0.141], [-0.086, 0.123, 0.093], [0.035, 0.011, 0.036], [0.258, -0.203, -0.099], [-0.011, 0.001, -0.007], [-0.005, -0.057, 0.033], [-0.110, 0.009, -0.025], [0.110, 0.137, -0.069], [0.087, 0.050, 0.080], [0.021, -0.026, 0.093], [0.030, -0.054, 0.035], [0.003, -0.015, 0.033], [0.026, -0.019, 0.016], [-0.012, -0.054, -0.003], [0.033, 0.011, 0.046], [-0.021, 0.015, -0.023], [-0.003, 0.006, -0.012], [-0.012, 0.001, -0.014], [-0.016, 0.025, -0.033], [-0.017, 0.012, -0.015], [0.033, -0.022, 0.045], [-0.010, 0.004, 0.004], [-0.009, -0.006, -0.007], [0.002, 0.008, -0.007], [-0.003, 0.010, 0.010], [-0.021, 0.040, -0.037], [0.009, -0.004, 0.003], [0.000, -0.001, -0.001], [0.000, 0.001, -0.001], [0.007, -0.010, 0.000]]
}

4.
{
  "formula": "C35H42BN14OsS",
  "method": "wB97M-V/def2-TZVPD",
  "multiplicity": 6,
  "homo_lumo_gap_ev": [7.4, 5.7],
  "lumo_ha": [-0.4012, -0.4807],
  "s2": 8.78,
  "total_charge": 4,
  "species": ["Os", "C", "C", "C", "C", "N", "N", "B", "N", "C", "C", "C", "C", "N", "N", "C", "C", "C", "C", "N", "N", "C", "C", "C", "C", "N", "H", "H", "H", "H", "H", "H", "H", "H", "H", "H", "H", "H", "H", "H", "H", "H", "H", "H", "H", "H", "N", "C", "C", "C", "C", "C", "C", "S", "N", "C", "C", "C", "C", "C", "C", "N", "H", "H", "H", "H", "H", "H", "H", "H", "H", "C", "C", "N", "C", "N", "C", "C", "C", "N", "C", "H", "H", "H", "H", "H", "H", "H", "H", "H", "H", "H", "H", "H"],
  "coordinates": [[-0.90420, -0.10060, 0.20224], [-3.93997, 0.62738, 1.86409], [-2.80346, 1.58319, 1.99839], [-2.69920, 2.71277, 2.80281], [-1.49097, 3.28514, 2.47521], [-0.89816, 2.56906, 1.49950], [-1.69178, 1.48611, 1.24829], [0.40122, 2.74176, 0.65142], [1.44029, 1.73598, 1.16114], [2.63673, 1.84051, 1.77303], [3.12763, 0.57663, 1.99455], [2.15768, -0.29266, 1.48445], [2.15165, -1.78724, 1.47660], [1.14808, 0.41981, 0.97240], [0.05655, 2.46662, -0.85302], [0.13047, 3.32228, -1.88864], [-0.60407, 2.83128, -2.93941], [-1.15295, 1.63578, -2.48335], [-2.15435, 0.79933, -3.21001], [-0.72934, 1.40462, -1.22500], [0.98047, 4.21173, 0.70992], [0.38066, 5.47087, 1.07811], [1.28993, 6.44145, 0.90017], [2.44235, 5.77666, 0.40125], [3.73086, 6.32096, 0.00056], [2.17397, 4.38958, 0.28840], [-4.51385, 0.57809, 2.78702], [-3.59393, -0.37460, 1.60941], [-4.61869, 0.97068, 1.07943], [-3.41788, 3.07088, 3.52232], [-1.01583, 4.13671, 2.92804], [3.06120, 2.79299, 2.04383], [4.05318, 0.31372, 2.48135], [3.13362, -2.17281, 1.20145], [1.41132, -2.17273, 0.77708], [1.92620, -2.18349, 2.46888], [0.69267, 4.23938, -1.83253], [-0.76772, 3.29788, -3.89724], [-2.62438, 1.40889, -3.97864], [-2.93819, 0.44950, -2.54103], [-1.70390, -0.05763, -3.71272], [-0.64737, 5.54283, 1.38596], [1.18285, 7.49820, 1.08712], [3.83637, 7.36763, 0.26949], [3.83823, 6.22254, -1.09050], [4.54856, 5.72493, 0.41989], [1.66741, -1.72124, -3.71760], [2.94834, -1.24485, -3.96661], [3.63948, -1.67434, -5.09631], [4.90516, -1.18774, -5.33099], [5.50630, -0.26683, -4.44878], [4.83727, 0.16380, -3.33045], [3.54808, -0.32391, -3.07831], [2.70616, 0.18210, -1.67804], [1.27962, -0.60265, -1.70477], [0.90543, -1.40779, -2.64193], [-0.47217, -1.99037, -2.51244], [-0.99740, -2.87946, -3.43414], [-2.30585, -3.33686, -3.31819], [-3.06586, -2.87778, -2.26071], [-2.46791, -2.01406, -1.36297], [-1.19968, -1.57720, -1.45931], [1.30625, -2.35334, -4.41601], [3.18900, -2.38733, -5.77820], [5.44715, -1.52032, -6.20719], [6.50383, 0.09932, -4.65380], [5.29932, 0.86521, -2.64554], [-0.42102, -3.25541, -4.26553], [-2.71062, -4.03024, -4.04452], [-4.09518, -3.17959, -2.11889], [-3.03231, -1.65117, -0.51206], [-2.96557, -4.95453, 2.11311], [-2.10553, -4.72778, 0.89159], [-1.60332, -3.34625, 0.92540], [-1.46605, -2.58950, 2.02507], [-0.99618, -1.31155, 1.85640], [-0.53126, -0.68165, 3.12246], [-1.55009, -0.89498, 4.22378], [-1.63874, -2.37496, 4.48224], [-1.75874, -3.10813, 3.20834], [-2.17108, -4.52620, 3.32756], [-3.23923, -6.00418, 2.19854], [-3.88743, -4.37246, 2.04453], [-2.67165, -4.86185, -0.03020], [-1.26692, -5.42540, 0.87825], [-1.11253, -3.00303, 0.12048], [-0.34247, 0.37174, 2.95854], [0.42286, -1.13120, 3.41512], [-2.52205, -0.51267, 3.91169], [-1.25890, -0.37069, 5.13328], [-2.49405, -2.63698, 5.10072], [-0.74175, -2.72826, 4.99513], [-2.76061, -4.61177, 4.23633], [-1.28204, -5.14822, 3.45316]],
  "forces_ev_per_angstrom": [[0.300, -0.082, -0.294], [0.035, 0.083, -0.012], [0.024, -0.101, 0.016], [-0.068, 0.027, 0.043], [0.132, 0.028, 0.004], [-0.023, 0.195, 0.027], [-0.114, -0.108, 0.030], [-0.106, -0.075, -0.059], [0.258, 0.110, -0.254], [-0.128, 0.099, 0.153], [0.031, -0.151, 0.084], [-0.032, -0.186, 0.005], [0.166, 0.060, -0.064], [0.083, 0.227, 0.068], [-0.224, 0.037, 0.178], [0.107, 0.122, -0.022], [0.000, 0.049, -0.073], [-0.067, -0.044, 0.185], [0.076, -0.005, 0.012], [-0.054, 0.222, -0.192], [-0.522, 0.134, 0.335], [-0.267, -0.525, -0.120], [0.463, -0.144, -0.153], [-0.172, -0.041, -0.018], [0.101, -0.106, -0.064], [0.420, 0.514, 0.073], [0.006, -0.006, 0.018], [0.021, -0.028, 0.020], [0.025, -0.001, 0.015], [0.047, -0.006, -0.019], [0.029, 0.105, -0.040], [-0.022, -0.032, -0.071], [-0.032, 0.009, -0.038], [-0.013, 0.018, -0.006], [0.003, -0.016, -0.019], [0.048, 0.007, -0.061], [-0.026, -0.025, 0.026], [0.017, -0.019, 0.035], [-0.009, -0.004, -0.007], [-0.007, -0.014, 0.020], [-0.012, 0.027, -0.004], [-0.055, -0.112, 0.005], [-0.017, -0.023, -0.014], [0.000, 0.003, 0.015], [-0.009, 0.011, 0.022], [-0.013, 0.021, 0.011], [-0.117, 0.001, 0.071], [0.040, 0.005, -0.014], [-0.069, -0.034, 0.016], [0.117, 0.065, 0.004], [0.027, -0.064, -0.113], [-0.044, 0.011, 0.054], [-0.021, -0.097, -0.127], [0.066, 0.158, 0.195], [0.078, -0.218, -0.095], [0.004, -0.110, -0.109], [0.334, -0.001, -0.120], [0.005, -0.143, -0.164], [0.094, 0.044, 0.017], [0.005, 0.029, -0.030], [-0.291, 0.071, -0.181], [-0.497, 0.209, 0.513], [-0.098, -0.063, -0.013], [0.009, 0.035, 0.019], [0.008, 0.017, 0.024], [-0.019, -0.022, -0.015], [-0.028, -0.026, -0.014], [0.122, 0.045, -0.042], [0.016, 0.012, 0.002], [0.013, 0.023, -0.015], [0.015, -0.007, -0.044], [-0.011, 0.067, 0.027], [0.029, 0.065, -0.002], [0.040, -0.168, -0.041], [0.205, 0.090, 0.078], [-0.136, 0.026, 0.015], [-0.156, -0.208, 0.030], [-0.017, 0.054, -0.051], [0.032, -0.087, -0.063], [-0.124, -0.053, 0.172], [0.083, 0.043, 0.028], [0.009, -0.011, -0.016], [-0.010, -0.029, 0.018], [-0.012, 0.008, -0.003], [0.031, -0.008, -0.012], [0.086, -0.136, 0.160], [-0.065, 0.067, -0.043], [-0.074, 0.042, 0.029], [-0.033, 0.075, 0.020], [0.021, -0.028, -0.002], [-0.066, 0.022, -0.017], [0.005, -0.060, 0.024], [-0.031, 0.026, 0.014], [0.029, 0.008, 0.016]]
}